No. 1
The following is a quantum chemistry calculation of C5H7N in the gas phase, from the Open Molecules 2025 dataset.

Results
- largest force on an atom (eV/Å) = 0.86
- gap between HOMO and LUMO (eV) = 9.34
- multiplicity = 1
- LUMO (eV) = -0.2
- relative energy (zero: lowest compared OMol25 entry of this formula, charge and spin) (kJ/mol) = 512.8

Last column: Löwdin charge in e.
Cartesian coordinates (Å):
1 C 0.2216 0.8667 0.7549  -0.13
2 H 2.7400 -0.3606 0.3898  0.11
3 C 0.6179 0.1028 -0.4372  -0.34
4 C 2.0215 -0.4817 -0.4315  -0.21
5 H -2.4113 -0.4089 0.9642  0.08
6 C 2.1863 -1.1626 -1.5244  0.18
7 C -1.7735 -0.4078 0.0713  -0.10
8 N -0.3756 -0.4259 0.4895  -0.11
9 H 0.2202 0.4563 -1.3990  0.14
10 H -2.0458 0.4725 -0.5383  0.08
11 H -0.3352 1.7794 0.5823  0.11
12 H -1.9897 -1.3110 -0.5052  0.08
13 H 0.9235 0.8807 1.5836  0.11

No. 2
The following is a quantum chemistry calculation of a gas-phase ion, C22H40N (charge +1), from the Open Molecules 2025 dataset.

Results
- largest force on an atom (eV/Å) = 0.98
- gap between HOMO and LUMO (eV) = 9.86
- multiplicity = 1
- SMILES = CCCCCCCCCCCCC[N+](C)(C)Cc1ccccc1
- LUMO (eV) = -2.3
- charge = +1
- relative energy (zero: lowest compared OMol25 entry of this formula, charge and spin) (kJ/mol) = 20.6

Last column: Löwdin charge in e.
Cartesian coordinates (Å):
1 C -2.3528 0.9680 0.7236  -0.11
2 C -5.4034 2.8095 2.6206  -0.05
3 H -0.2443 1.2620 2.3117  0.12
4 H -7.0124 4.1869 2.3542  0.11
5 N -2.3304 1.4960 2.1221  -0.32
6 H -1.3316 3.2665 1.5436  0.12
7 H 8.6200 -2.8501 -1.1857  0.11
8 C -2.2663 -0.5551 0.5641  -0.17
9 H -0.1381 -0.7614 0.9617  0.09
10 H 9.0680 -1.3048 -1.9077  0.11
11 H -1.5148 1.4217 0.1924  0.13
12 C 3.9166 -1.0322 -2.5837  -0.22
13 H -8.1905 2.7677 0.7151  0.11
14 H 4.8353 -2.8233 -3.3436  0.12
15 H -3.4713 1.5238 3.8874  0.15
16 C 7.5582 -2.3820 -2.9971  -0.24
17 H -2.6322 -1.0637 1.4564  0.11
18 H 2.2314 0.0679 -0.7941  0.12
19 H -0.9094 -2.1727 0.2552  0.13
20 H 1.0596 -1.1567 -2.6556  0.11
21 C 3.3858 -1.6753 -1.3037  -0.21
22 C 8.8169 -2.3438 -2.1338  -0.28
23 C -6.5966 3.2350 2.0637  -0.05
24 C -0.8689 -1.0828 0.2204  -0.20
25 H 4.2054 0.0009 -2.3747  0.12
26 C -7.2589 2.4369 1.1459  -0.06
27 H -3.1001 3.3615 1.4937  0.11
28 H -2.2517 3.3935 3.0475  0.12
29 H 6.1840 -2.2270 -1.3581  0.11
30 H 7.7563 -1.8741 -3.9439  0.12
31 H 6.6074 -0.6783 -2.0911  0.12
32 C 5.1113 -1.7795 -3.1773  -0.22
33 H 3.1238 -1.0085 -3.3342  0.10
34 H 5.3428 -1.3426 -4.1516  0.11
35 C 2.1044 -1.0180 -0.7844  -0.22
36 C -1.1518 1.0025 2.8542  0.01
37 H 1.9546 -1.3303 0.2517  0.10
38 H 4.1498 -1.6017 -0.5286  0.11
39 H 9.7754 -4.0532 -3.0425  0.07
40 C -5.5390 0.7771 1.3535  -0.04
41 H -1.1084 1.4573 3.8426  0.12
42 H -0.2172 0.4070 -1.2180  0.11
43 H -2.9338 -0.8395 -0.2513  0.12
44 H -3.2760 1.3361 0.2726  0.13
45 C 6.3660 -1.7218 -2.3085  -0.23
46 H 0.7148 -2.4742 -1.5409  0.12
47 H -5.1502 -0.1964 1.0936  0.11
48 C 0.8744 -1.3964 -1.6083  -0.21
49 C -4.8564 1.5812 2.2615  -0.23
50 H -1.1973 -0.0772 2.9722  0.11
51 H 10.8839 -2.9724 -2.1969  0.07
52 H 7.3110 -3.4212 -3.2264  0.12
53 H -3.5831 0.0193 2.9648  0.13
54 H 3.1957 -2.7356 -1.4825  0.12
55 H 10.2232 -2.5085 -3.7653  0.07
56 H -7.2529 0.5703 0.0978  0.11
57 H -1.1911 -0.8981 -1.8927  0.12
58 C -3.5682 1.1069 2.8826  -0.07
59 C -6.7316 1.2048 0.7970  -0.05
60 C -0.4001 -0.6697 -1.1753  -0.21
61 H -4.9097 3.4302 3.3543  0.12
62 C -2.2494 2.9668 2.0461  0.01
63 C 9.9985 -3.0106 -2.8269  -0.12

No. 3
The following is a quantum chemistry calculation of C5H9NO in the gas phase, from the Open Molecules 2025 dataset.

Results
- largest force on an atom (eV/Å) = 0.61
- gap between HOMO and LUMO (eV) = 9.41
- multiplicity = 1
- SMILES = N/C=C/CCC=O
- LUMO (eV) = 1.0
- relative energy (zero: lowest compared OMol25 entry of this formula, charge and spin) (kJ/mol) = 149.2

Last column: Löwdin charge in e.
Cartesian coordinates (Å):
1 H 3.3057 -1.1282 0.2694  0.08
2 C -0.4316 0.4008 -0.4756  -0.23
3 H 3.7381 0.1669 1.2242  0.08
4 H -0.4440 1.3867 0.0074  0.12
5 C 0.9101 -0.2204 -0.2710  -0.14
6 H -3.0407 0.6921 -1.1651  0.13
7 H -1.5189 -1.4548 -0.3127  0.13
8 H -1.5522 -0.5551 1.1633  0.12
9 H 1.8393 1.3892 0.6712  0.11
10 H -0.6398 0.5859 -1.5326  0.11
11 C 1.9491 0.3793 0.2910  -0.23
12 H 1.0377 -1.2272 -0.6544  0.11
13 C -1.5753 -0.4365 0.0849  -0.17
14 N 3.2447 -0.1291 0.3975  0.03
15 C -2.9336 0.1273 -0.2103  -0.28
16 O -3.8886 0.0230 0.5127  0.05